Entry 1:
Molecular formula: C4H13O3
Method: DFT, ωB97M-V/def2-TZVPD

XYZ file:
```
20
C4H13O3 | OMol25 | ωB97M-V/def2-TZVPD
C -0.47 -0.67 0.09
O -1.12 -0.51 1.25
C 0.42 0.55 -0.13
C 1.89 0.46 -0.72
C 1.63 0.44 -2.16
H 0.19 -1.41 0.26
H -1.11 -0.83 -0.76
H 0.44 1.23 0.79
H -0.17 1.07 -0.93
H 2.35 -0.36 -0.18
H 2.41 1.33 -0.45
H 2.58 -0.09 -2.60
H 1.35 1.41 -2.61
H 0.63 -0.16 -2.47
H -0.46 -2.22 3.68
H -1.08 -1.20 2.58
O -0.99 -1.50 3.61
H -2.43 0.07 0.31
H -3.05 1.49 0.51
O -3.01 0.89 -0.07
```

## Properties
E_LUMO, eV: 3.806
Total charge: -1
Energy above the lowest of the compared OMol25 structures with the same formula, charge and spin, eV: 2.591
Gap between HOMO and LUMO, eV: 7.53

***

Entry 2:
Molecular formula: C44H53N5O2PS2SeSiTi
Method: DFT, ωB97M-V/def2-TZVPD

XYZ file:
```
110
C44H53N5O2PS2SeSiTi | OMol25 | ωB97M-V/def2-TZVPD
Ti 1.10 0.27 -0.92
C 1.37 2.78 7.41
C 0.97 2.54 5.99
C 0.69 3.59 5.13
C 0.27 3.35 3.83
C 0.15 2.05 3.38
C 0.46 0.99 4.20
C 0.86 1.23 5.50
S -0.51 1.84 1.70
O 0.53 0.96 1.02
C -1.92 0.79 2.16
C -2.54 1.03 3.40
C -3.73 0.44 3.72
C -4.35 -0.46 2.83
C -5.55 -1.13 3.15
C -6.12 -2.02 2.27
C -5.48 -2.30 1.06
C -4.31 -1.67 0.72
C -3.73 -0.72 1.58
C -2.53 -0.02 1.23
C -2.02 -0.23 -0.14
C -2.83 0.18 -1.23
C -3.96 1.01 -1.05
C -4.71 1.41 -2.13
C -4.36 1.03 -3.43
C -3.25 0.25 -3.64
C -2.48 -0.20 -2.56
C -1.38 -1.07 -2.76
C -0.60 -1.46 -1.70
C -0.85 -0.94 -0.40
S 0.26 -1.48 0.90
O 1.56 -1.36 0.14
C -0.15 -3.23 0.85
C -1.23 -3.60 1.64
C -1.63 -4.92 1.66
C -0.97 -5.87 0.90
C -1.43 -7.30 0.87
C 0.13 -5.48 0.14
C 0.55 -4.16 0.11
H 1.62 3.83 7.57
H 2.22 2.16 7.69
H 0.55 2.53 8.07
H 0.78 4.61 5.48
H 0.02 4.17 3.17
H 0.37 -0.03 3.84
H 1.09 0.40 6.16
H -2.09 1.71 4.11
H -4.20 0.65 4.67
H -6.02 -0.91 4.09
H -7.04 -2.52 2.51
H -5.91 -3.02 0.38
H -3.82 -1.92 -0.21
H -4.22 1.33 -0.06
H -5.58 2.03 -1.96
H -4.96 1.37 -4.26
H -2.95 -0.02 -4.64
H -1.18 -1.44 -3.76
H 0.20 -2.19 -1.85
H -1.74 -2.85 2.23
H -2.47 -5.21 2.29
H -2.16 -7.49 1.66
H -0.59 -7.98 0.99
H -1.90 -7.51 -0.09
H 0.67 -6.22 -0.44
H 1.41 -3.86 -0.46
N -2.52 3.95 -1.13
N -1.53 3.17 -1.64
N -1.38 2.88 -2.91
C -0.40 2.01 -2.92
N 0.07 1.76 -1.67
N -0.66 2.53 -0.85
H -3.06 4.34 -1.89
H -2.15 4.68 -0.52
H -0.02 1.57 -3.82
C 0.88 0.31 -6.31
Si 2.27 -0.66 -5.42
C 3.98 0.04 -5.92
C 2.15 -2.55 -5.67
Se 2.10 -0.26 -3.03
H 0.89 0.07 -7.37
H 1.03 1.38 -6.22
H -0.11 0.07 -5.93
H 4.11 -0.06 -6.99
H 4.79 -0.50 -5.42
H 4.07 1.09 -5.66
H 2.45 -2.81 -6.68
H 1.13 -2.92 -5.52
H 2.80 -3.07 -4.97
C 3.77 4.20 0.40
C 2.73 3.20 -0.11
P 3.19 1.40 -0.16
C 4.65 1.40 -1.30
C 5.34 0.05 -1.44
C 3.93 1.13 1.52
C 4.09 -0.34 1.88
H 3.37 5.21 0.33
H 4.68 4.16 -0.20
H 4.03 4.01 1.43
H 2.43 3.46 -1.14
H 1.83 3.26 0.52
H 5.36 2.16 -0.97
H 4.25 1.69 -2.28
H 5.91 -0.20 -0.55
H 6.03 0.07 -2.28
H 4.60 -0.74 -1.61
H 3.27 1.62 2.25
H 4.90 1.64 1.55
H 3.12 -0.83 1.92
H 4.59 -0.44 2.84
H 4.69 -0.86 1.13
```

## Properties
E_LUMO (spin up / spin down), eV: -2.627 / -2.590
Total charge: +1
Energy above the lowest of the compared OMol25 structures with the same formula, charge and spin, eV: 0.951
Gap between HOMO and LUMO (spin up / spin down), eV: 5.24 / 6.82
Spin multiplicity: 3

***

Entry 3:
Molecular formula: C18H37B2IN4O13P3
Method: DFT, ωB97M-V/def2-TZVPD

XYZ file:
```
78
C18H37B2IN4O13P3 | OMol25 | ωB97M-V/def2-TZVPD
C 2.77 -4.93 1.70
C 1.95 -4.19 0.94
C 1.27 -3.08 0.04
N 1.74 -1.65 0.04
C 3.03 -1.80 -0.76
C 4.19 -0.74 -0.80
C 5.22 -1.27 -1.98
O 5.62 -0.46 -2.90
O 5.66 -2.63 -2.07
C 0.73 -0.90 -0.86
C -0.80 -0.81 -0.66
C -1.85 -1.94 -0.32
O -2.02 -3.04 -0.99
N -2.81 -1.76 0.84
C -3.08 -3.06 1.53
C -4.06 -1.16 0.23
C 1.27 0.63 -1.04
P 0.05 1.93 -1.77
P 1.20 3.64 -2.49
O 0.19 4.82 -2.62
O 2.49 3.96 -1.40
O 1.86 3.39 -4.07
O 1.89 1.29 0.03
C 1.95 0.67 1.34
B 3.39 1.33 1.89
N 3.72 1.68 3.31
O 4.43 1.79 0.95
P 0.74 1.64 2.44
O 0.83 1.43 3.96
O 1.29 3.29 2.23
O -0.89 1.67 2.01
C 1.87 -0.95 1.37
I 0.12 -1.58 2.66
B 3.04 -1.46 2.41
N 2.86 -1.31 3.93
O 4.26 -2.18 2.08
H 3.27 -5.43 2.62
H 1.42 -3.46 -1.06
H 0.17 -3.29 0.24
H 2.84 -2.05 -1.89
H 3.63 -2.76 -0.45
H 3.99 0.34 -1.11
H 4.89 -0.66 0.13
H 6.00 -2.71 -3.01
H 0.84 -1.38 -1.92
H -1.08 0.08 0.05
H -1.25 -0.47 -1.69
H -3.24 -2.80 2.66
H -4.10 -3.53 1.20
H -2.23 -3.83 1.47
H -5.03 -1.66 0.64
H -4.06 -1.24 -0.93
H -4.05 -0.04 0.49
H 2.03 0.55 -1.93
H -0.57 1.37 -2.96
H 3.18 3.27 -1.60
H 2.68 2.85 -4.00
H 4.56 1.21 3.67
H 3.82 2.71 3.44
H 5.29 1.62 1.43
H 0.78 3.68 1.48
H -1.05 2.18 1.17
H 3.76 -0.97 4.31
H 2.72 -2.26 4.34
H 5.05 -1.61 2.25
C -6.71 2.79 -2.41
C -7.58 2.76 -1.18
C -7.42 1.34 -0.70
O -6.10 0.92 -1.09
C -5.56 1.88 -2.00
H -6.38 3.79 -2.70
H -7.25 2.35 -3.25
H -7.18 3.46 -0.43
H -8.62 3.03 -1.37
H -8.14 0.67 -1.18
H -7.53 1.24 0.39
H -4.78 2.44 -1.47
H -5.11 1.37 -2.85
```

## Properties
E_LUMO, eV: -4.046
Total charge: +1
Gap between HOMO and LUMO, eV: 7.32

***

Entry 4:
Molecular formula: C14H56F2N29O18S2
Method: DFT, ωB97M-V/def2-TZVPD

XYZ file:
```
121
C14H56F2N29O18S2 | OMol25 | ωB97M-V/def2-TZVPD
N 0.48 0.33 0.98
S -0.16 1.42 0.22
O -1.35 1.24 -0.61
O 0.70 2.51 -0.18
F -0.72 2.24 1.55
S 0.71 -0.74 -0.24
O 1.77 -0.57 -1.24
O -0.47 -1.52 -0.65
F 1.43 -1.94 0.62
C 6.43 -4.01 3.83
O 7.54 -3.70 3.74
N 5.54 -3.69 4.78
N 5.86 -4.46 2.75
H 5.83 -3.20 5.61
H 4.70 -4.24 4.86
H 6.52 -4.60 2.00
H 4.86 -4.36 2.62
C -7.04 -1.57 -0.05
O -8.04 -0.88 0.20
N -7.09 -2.86 0.17
N -5.78 -1.20 -0.34
H -6.25 -3.39 -0.05
H -7.96 -3.23 0.51
H -5.20 -2.03 -0.40
H -5.45 -0.25 -0.28
C -2.03 -6.86 -1.36
O -1.77 -6.88 -2.52
N -1.15 -6.77 -0.45
N -3.14 -6.94 -0.72
H -1.51 -7.02 0.46
H -0.20 -6.52 -0.69
H -3.94 -7.11 -1.30
H -3.20 -7.21 0.25
C -6.63 5.51 0.15
O -5.62 5.38 0.84
N -6.80 4.75 -0.96
N -7.72 6.20 0.45
H -5.97 4.27 -1.27
H -7.69 4.88 -1.41
H -7.72 6.85 1.23
H -8.60 5.95 0.02
C -3.87 0.88 -5.88
O -3.63 0.92 -7.09
N -5.04 1.04 -5.34
N -3.07 0.56 -4.90
H -5.75 1.43 -5.93
H -5.10 1.04 -4.33
H -3.24 0.59 -3.90
H -2.11 0.64 -5.19
C -4.99 3.20 5.18
O -5.65 2.90 6.10
N -4.67 4.42 4.93
N -4.63 2.35 4.36
H -4.15 4.64 4.09
H -5.21 5.09 5.47
H -5.08 1.45 4.35
H -3.79 2.47 3.81
C 1.05 0.36 5.96
O 1.11 0.48 7.19
N -0.05 0.15 5.26
N 2.04 0.28 5.15
H 0.23 0.24 4.30
H -0.97 0.30 5.65
H 1.77 0.17 4.18
H 3.03 0.22 5.36
C -1.52 7.17 -2.32
O -0.79 8.01 -2.87
N -2.05 6.16 -2.97
N -1.67 6.95 -1.06
H -2.64 6.52 -3.71
H -2.28 5.31 -2.48
H -0.96 7.49 -0.59
H -2.31 6.30 -0.61
C 3.52 5.80 3.45
O 2.82 6.75 3.30
N 4.73 5.90 3.86
N 3.10 4.55 3.59
H 5.08 5.12 4.39
H 4.89 6.89 4.03
H 3.64 3.78 3.97
H 2.17 4.29 3.32
C -2.95 -4.80 4.00
O -3.12 -5.90 3.56
N -2.80 -4.41 5.24
N -2.45 -3.92 3.22
H -2.87 -5.05 6.02
H -2.47 -3.48 5.41
H -1.79 -3.23 3.53
H -2.37 -4.24 2.26
C 2.68 2.59 -5.24
O 1.78 1.81 -5.21
N 3.62 2.51 -6.17
N 2.94 3.50 -4.38
H 3.67 1.61 -6.64
H 4.30 3.13 -6.59
H 3.59 4.25 -4.61
H 2.41 3.63 -3.53
C 5.87 -2.62 -4.82
O 6.69 -3.35 -5.33
N 6.13 -1.58 -4.13
N 4.56 -2.75 -5.00
H 5.39 -1.03 -3.73
H 7.08 -1.23 -4.02
H 4.15 -3.51 -5.53
H 3.95 -2.13 -4.50
C 6.34 1.20 0.30
O 7.38 0.77 0.10
N 5.48 0.63 1.12
N 6.09 2.47 0.07
H 5.76 -0.22 1.58
H 4.52 0.94 1.07
H 5.18 2.87 0.24
H 6.84 3.00 -0.34
C 3.32 -7.10 -3.54
O 3.12 -6.52 -2.46
N 2.51 -7.26 -4.56
N 4.45 -7.53 -4.00
H 2.77 -7.82 -5.36
H 1.55 -6.95 -4.51
H 4.41 -8.01 -4.89
H 5.16 -6.83 -3.83
```

## Properties
E_LUMO, eV: 1.269
Total charge: -1
Energy above the lowest of the compared OMol25 structures with the same formula, charge and spin, eV: 14.074
Gap between HOMO and LUMO, eV: 9.26

***

Entry 5:
Molecular formula: C53H55N11
Method: DFT, ωB97M-V/def2-TZVPD

XYZ file:
```
119
C53H55N11 | OMol25 | ωB97M-V/def2-TZVPD
N -3.27 -22.96 7.28
C -2.27 -23.87 7.29
C -2.41 -25.12 7.76
C -3.63 -25.47 8.35
C -4.66 -24.58 8.35
C -4.44 -23.35 7.79
H -1.31 -23.49 6.85
H -1.63 -25.87 7.67
H -3.75 -26.44 8.84
H -5.62 -24.95 8.76
H -5.23 -22.57 7.68
N -8.53 -22.48 12.53
C -7.19 -22.28 12.48
C -6.31 -23.17 11.99
C -6.82 -24.35 11.37
C -8.17 -24.55 11.35
C -8.94 -23.62 12.02
H -6.83 -21.37 12.95
H -5.28 -22.90 12.12
H -6.16 -25.13 10.98
H -8.61 -25.41 10.87
H -10.08 -23.76 12.12
N -11.52 -17.68 9.03
C -12.55 -17.55 9.86
C -13.38 -18.57 10.23
C -12.90 -19.87 9.96
C -11.74 -20.04 9.26
C -11.07 -18.94 8.75
H -12.89 -16.52 10.02
H -14.32 -18.45 10.80
H -13.44 -20.73 10.36
H -11.32 -21.02 9.06
H -10.20 -19.08 8.19
N -4.74 -23.00 3.61
C -4.72 -21.79 4.21
C -5.42 -20.70 3.81
C -6.15 -20.83 2.63
C -6.26 -22.10 2.04
C -5.50 -23.12 2.51
H -4.02 -21.62 5.06
H -5.40 -19.81 4.44
H -6.72 -20.02 2.19
H -6.95 -22.22 1.24
H -5.66 -24.08 2.05
N -6.10 -27.69 6.17
C -5.18 -26.87 5.75
C -5.41 -25.60 5.21
C -6.71 -25.15 5.25
C -7.71 -25.97 5.82
C -7.37 -27.23 6.23
H -4.19 -27.30 5.83
H -4.61 -24.94 4.94
H -7.04 -24.14 4.90
H -8.73 -25.67 5.89
H -8.17 -27.95 6.53
N -2.74 -18.03 9.82
C -3.60 -18.25 10.77
C -4.40 -19.38 10.83
C -4.27 -20.31 9.84
C -3.50 -20.01 8.74
C -2.67 -18.93 8.80
H -3.67 -17.49 11.51
H -4.99 -19.53 11.74
H -4.87 -21.17 9.79
H -3.31 -20.70 7.94
H -2.04 -18.65 7.99
N -9.79 -19.36 4.45
C -11.06 -19.62 4.37
C -11.97 -18.66 3.91
C -11.51 -17.37 3.58
C -10.17 -17.16 3.69
C -9.34 -18.21 4.07
H -11.42 -20.59 4.61
H -13.02 -18.94 3.81
H -12.12 -16.54 3.25
H -9.72 -16.19 3.44
H -8.26 -18.11 4.17
N -7.15 -16.76 6.18
C -8.24 -16.70 6.96
C -8.15 -16.93 8.30
C -6.96 -17.15 8.92
C -5.84 -17.16 8.12
C -5.98 -16.95 6.76
H -9.14 -16.45 6.47
H -9.11 -17.05 8.81
H -6.84 -17.31 10.03
H -4.90 -17.28 8.61
H -5.13 -16.94 6.14
N -10.91 -24.91 9.43
C -10.87 -25.63 8.27
C -11.91 -25.67 7.38
C -13.11 -24.99 7.73
C -13.18 -24.28 8.91
C -12.03 -24.31 9.68
H -9.93 -26.17 8.07
H -11.96 -26.36 6.59
H -13.96 -25.09 7.08
H -14.10 -23.87 9.33
H -12.08 -23.77 10.62
N -8.73 -20.94 6.82
C -9.14 -21.96 7.64
C -8.56 -21.81 8.85
C -7.80 -20.58 8.79
C -7.94 -20.11 7.52
H -8.91 -20.84 5.82
H -9.77 -22.76 7.20
H -8.77 -22.30 9.80
H -7.49 -20.10 9.68
H -7.40 -19.28 7.05
N -9.49 -19.81 12.81
C -9.46 -18.98 11.72
C -9.24 -17.69 12.13
C -9.10 -17.76 13.54
C -9.16 -19.07 13.93
H -9.29 -20.80 12.73
H -9.62 -19.38 10.73
H -9.04 -16.83 11.55
H -8.83 -16.91 14.16
H -9.06 -19.55 14.90
```

## Properties
E_LUMO, eV: 0.411
SMILES string: c1cc[nH]c1.c1cc[nH]c1.c1ccncc1.c1ccncc1.c1ccncc1.c1ccncc1.c1ccncc1.c1ccncc1.c1ccncc1.c1ccncc1.c1ccncc1
Total charge: 0
Energy above the lowest of the compared OMol25 structures with the same formula, charge and spin, eV: 0.284
Gap between HOMO and LUMO, eV: 8.19

***

Entry 6:
Molecular formula: C3H6N4O
Method: DFT, ωB97M-V/def2-TZVPD

XYZ file:
```
14
C3H6N4O | OMol25 | ωB97M-V/def2-TZVPD
C 0.93 -0.63 0.39
C 1.31 0.34 1.39
C -1.04 0.17 -2.52
N 0.12 2.15 0.38
N -0.17 -0.62 -1.64
N 0.17 -0.18 -0.57
N 2.29 0.04 2.34
O 0.97 1.64 1.26
H 1.54 -1.58 0.61
H -2.03 0.13 -2.15
H -0.53 1.15 -2.46
H -0.97 -0.17 -3.58
H 2.40 0.89 3.00
H 1.95 -0.66 2.96
```

## Properties
E_LUMO (spin up / spin down), eV: -0.459 / -0.485
Total charge: 0
Energy above the lowest of the compared OMol25 structures with the same formula, charge and spin, eV: 8.313
Gap between HOMO and LUMO (spin up / spin down), eV: 7.34 / 7.26

***

Entry 7:
Molecular formula: C2H3IN2S
Method: DFT, ωB97M-V/def2-TZVPD

XYZ file:
```
9
C2H3IN2S | OMol25 | ωB97M-V/def2-TZVPD
C 0.92 -0.41 -0.24
C -0.95 0.86 -0.48
N 1.21 -1.28 -1.14
N -1.36 0.55 2.27
S 0.72 1.19 -0.96
I -1.38 2.04 1.12
H 0.97 -0.61 0.80
H -1.45 -0.08 -0.55
H 1.34 -2.26 -0.83
```

## Properties
E_LUMO (spin up / spin down), eV: -1.502 / -0.154
Total charge: 0
Energy above the lowest of the compared OMol25 structures with the same formula, charge and spin, eV: 8.173
Gap between HOMO and LUMO (spin up / spin down), eV: 7.07 / 7.96